(1)
11
Properties=species:S:1:pos:R:3:forces:R:3 method="wB97M-V/def2-TZVPD" e_lumo_ev=0.862 de_lowest_kcal_mol=29.2 gap_ev=9.297 total_energy_ev=-14511.393
C -1.58488 1.60991 1.20199 1.11 -1.45 0.81
C -2.52674 0.68866 0.88711 -1.56 4.89 0.99
N -2.45309 -0.64228 0.88916 -0.50 -1.58 -0.72
H -1.80748 2.64892 1.61830 0.46 -1.64 -1.16
H -0.54267 1.09569 1.29447 -1.55 1.57 0.19
H -3.58355 1.08312 0.74398 1.20 -0.58 0.02
H -1.60759 -1.05392 1.17804 1.25 -0.35 0.30
H -2.74962 -0.99267 0.00520 -0.40 -0.85 -0.42
S 2.79448 -0.69858 -1.31407 -0.25 0.35 0.58
H 3.57541 0.05764 -0.51918 -0.29 -0.05 0.02
H 3.84515 -0.95707 -2.05447 0.53 -0.30 -0.60

=====

(2)
98
Properties=species:S:1:pos:R:3:forces:R:3 method="wB97M-V/def2-TZVPD" e_lumo_ev=0.036 de_lowest_kcal_mol=21.2 gap_ev=6.601 total_energy_ev=-84975.445
Y -0.09938 -0.40388 -0.28496 0.26 1.33 1.25
N 6.11926 4.62213 -1.75870 0.08 0.02 0.01
C 5.11909 3.68037 -1.91649 -0.02 0.03 -0.01
C 4.28727 3.34647 -0.84216 -0.01 -0.01 0.00
C 3.32163 2.37199 -0.98535 0.06 -0.07 -0.01
C 3.17672 1.72276 -2.20625 0.09 0.16 0.03
C 3.98654 2.04696 -3.28361 0.00 0.06 0.10
C 4.95909 3.01718 -3.13523 -0.02 -0.02 -0.03
S 1.95534 0.49146 -2.37459 -0.09 -0.18 -0.02
O 2.13856 -0.43242 -1.24129 -0.48 -0.07 -0.17
O 2.02333 -0.06141 -3.69344 0.13 -0.02 0.04
N 0.51748 1.13159 -1.99117 0.11 0.01 -0.41
C -0.01960 2.07024 -2.83273 0.04 -0.21 0.45
N -1.27619 2.44491 -2.54113 -0.08 0.08 -0.06
C -1.82488 3.33798 -3.35237 -0.01 0.05 -0.07
C -1.16166 3.88504 -4.43606 0.03 -0.03 0.03
C 0.14456 3.45311 -4.61460 -0.05 0.07 -0.08
N 0.72161 2.56060 -3.82975 -0.01 0.14 -0.15
H 6.02410 5.26580 -0.99233 -0.01 0.00 -0.01
H 6.49605 5.03345 -2.59563 -0.03 -0.01 0.01
H 4.41652 3.84546 0.11051 0.00 0.01 0.01
H 2.69501 2.09588 -0.14577 -0.02 -0.02 0.01
H 3.84179 1.53804 -4.22527 -0.01 -0.02 -0.03
H 5.60596 3.26712 -3.96707 0.01 0.01 -0.02
H -2.84582 3.62923 -3.12090 -0.02 0.01 -0.01
H -1.62730 4.60270 -5.09316 0.00 0.02 -0.01
H 0.75594 3.84140 -5.42227 0.00 0.02 -0.02
C -5.80645 0.00295 5.90893 0.03 -0.02 -0.03
O -4.52974 0.45982 5.50355 0.11 0.03 0.16
C -3.44757 -0.28545 5.88430 -0.03 0.00 0.00
C -3.53403 -1.51469 6.52258 0.06 0.02 -0.02
C -2.36305 -2.17772 6.88091 -0.15 0.00 0.02
C -1.12325 -1.65543 6.57470 0.14 0.04 0.27
C -1.04447 -0.40422 5.95936 0.02 0.03 0.01
C -2.19482 0.27110 5.61285 -0.10 -0.02 0.02
N 0.01673 -2.40114 7.06679 -0.37 0.04 0.00
N 1.03857 -2.56225 6.38904 0.16 0.08 -0.26
C 1.10794 -2.07111 5.04260 0.15 -0.14 0.08
C 2.19925 -1.31175 4.71391 0.11 0.11 -0.08
C 2.30641 -0.64455 3.48289 -0.06 0.08 0.20
C 1.29510 -0.73685 2.54028 -0.10 -0.02 -0.16
O 1.27060 -0.09905 1.41510 0.22 -0.29 0.03
C 0.22416 -1.66226 2.82451 -0.10 -0.05 -0.10
N -0.67763 -1.85362 1.81926 0.11 0.16 -0.18
C -1.63068 -2.74366 1.97689 -0.01 -0.04 0.04
C -1.76399 -3.51420 3.14496 0.00 0.05 -0.07
C -0.88925 -3.30997 4.17351 0.00 -0.08 0.06
C 0.13598 -2.34736 4.04791 -0.03 -0.13 -0.02
H -6.51850 0.75877 5.58759 0.01 0.00 -0.01
H -5.85967 -0.10684 6.99387 -0.01 0.00 0.02
H -6.05600 -0.95204 5.43790 -0.01 -0.01 0.00
H -4.48765 -1.95748 6.76569 -0.03 -0.01 0.01
H -2.41518 -3.12103 7.40987 0.00 -0.01 0.00
H -0.08183 0.04113 5.74871 0.00 0.01 -0.01
H -2.14687 1.24077 5.13623 0.01 0.03 -0.02
H 2.97285 -1.19129 5.46344 0.01 0.02 -0.01
H 3.16114 -0.02074 3.26118 0.03 0.00 0.02
H -2.31921 -2.86369 1.14933 -0.01 -0.02 0.00
H -2.54554 -4.25789 3.21033 -0.01 -0.01 0.00
H -0.96269 -3.90071 5.07930 0.01 0.03 -0.06
N -3.45100 4.07028 0.87454 -0.05 0.02 -0.02
C -2.10272 3.64079 0.50636 -0.04 0.02 -0.08
C -1.67160 2.51073 1.40904 -0.08 -0.09 0.20
O -2.32951 2.43613 2.56797 0.00 0.10 -0.14
O -0.80175 1.72357 1.13108 0.02 -0.18 -0.06
H -4.14768 3.49293 0.41722 0.00 0.01 -0.03
H -3.62364 5.02908 0.60664 0.00 0.01 0.04
H -3.02518 3.13370 2.51955 0.09 -0.08 -0.01
H -1.40192 4.45773 0.69395 0.01 0.01 -0.07
H -1.97125 3.30607 -0.52648 0.00 0.00 0.10
C -5.26722 -0.33117 2.52235 -0.05 0.05 -0.05
C -4.51665 -0.21202 1.24205 -0.04 0.01 0.01
C -4.92650 -0.12589 -0.07309 0.05 0.02 0.04
C -3.74578 -0.05361 -0.83692 0.04 -0.03 -0.08
N -2.68190 -0.08392 -0.04056 0.22 -0.13 -0.02
N -3.17594 -0.18714 1.21311 0.05 0.12 0.05
C -3.60643 -0.00134 -2.32009 0.03 0.04 0.00
H -6.32690 -0.14984 2.35188 0.00 -0.01 -0.01
H -4.90394 0.38208 3.26310 0.00 -0.04 -0.05
H -5.15775 -1.33221 2.94497 0.02 -0.01 0.00
H -5.93877 -0.13175 -0.43776 -0.03 -0.01 -0.01
H -2.54157 -0.15942 1.99893 -0.06 -0.04 -0.04
H -4.48678 0.45751 -2.76965 -0.01 0.01 0.00
H -3.50790 -1.00704 -2.72582 -0.01 -0.07 -0.01
H -2.72426 0.57147 -2.60760 -0.06 -0.06 0.05
C -2.35602 -3.56397 -1.47884 0.00 -0.06 -0.05
Si -0.72309 -2.62566 -1.84731 -0.22 -0.78 -0.42
C -0.85202 -2.27990 -3.71613 0.01 0.03 -0.06
C 0.58612 -3.99867 -1.72948 0.06 -0.05 -0.01
H -2.57835 -4.26743 -2.28734 -0.02 -0.01 -0.01
H -3.21460 -2.89704 -1.37277 -0.08 0.04 0.00
H -2.28636 -4.14955 -0.55930 0.04 -0.05 0.01
H -0.99775 -3.21793 -4.26182 0.00 0.00 -0.02
H 0.04705 -1.79330 -4.10218 0.00 -0.03 0.02
H -1.69746 -1.62734 -3.94770 -0.01 0.02 -0.04
H 0.38326 -4.80774 -2.43818 -0.01 -0.02 0.01
H 0.61700 -4.43036 -0.72507 0.01 -0.01 0.01
H 1.58184 -3.60507 -1.94574 0.02 0.00 -0.01

=====

(3)
45
Properties=species:S:1:pos:R:3:forces:R:3 method="wB97M-V/def2-TZVPD" e_lumo_ev=0.109 de_lowest_kcal_mol=14.1 gap_ev=8.580 total_energy_ev=-31766.425
C 0.37950 1.90403 1.09462 0.06 -0.01 -0.01
C -0.60699 1.94771 -0.01355 0.36 -0.17 -0.77
C -0.44467 1.68514 -1.35191 -0.07 0.23 1.04
C 0.67436 1.15660 -2.13507 0.04 -0.06 -0.47
O 0.64127 0.93931 -3.31930 -0.06 0.08 0.19
O 1.74243 0.87945 -1.35806 -0.05 0.24 0.12
C 2.77605 0.09027 -1.93183 0.29 -0.14 -0.34
C 3.28126 -0.90633 -0.88837 -0.11 0.43 -0.29
O 4.47157 -1.08132 -0.72191 0.18 0.03 -0.10
N 2.35798 -1.51740 -0.10878 0.08 -0.11 0.27
C 0.95977 -1.52188 -0.16653 -0.71 -0.07 0.17
C 0.12161 -1.50679 -1.26603 0.07 -0.19 0.06
C -1.24958 -1.50812 -1.04575 -0.01 0.01 -0.06
C -1.76901 -1.55146 0.23560 -0.15 -0.01 0.06
C -0.92241 -1.65164 1.33360 0.01 0.00 -0.12
C 0.43788 -1.65593 1.12372 0.15 0.01 -0.19
C 1.56617 -1.80418 2.10259 0.04 0.14 -0.03
C 2.76787 -2.08526 1.18313 0.42 -0.36 0.28
C 3.04431 -3.57709 1.03132 0.07 0.26 0.00
O -1.60874 1.85938 -2.04777 0.00 -0.10 -0.53
C -2.54171 2.23149 -1.15575 -0.04 0.18 1.09
C -3.88075 2.50945 -1.39531 0.19 -0.09 -0.27
C -4.65099 2.86597 -0.30860 0.03 -0.02 -0.05
C -4.11104 2.94614 0.97920 -0.09 0.04 0.17
C -2.78404 2.67335 1.21844 0.13 -0.05 -0.11
C -1.98208 2.30918 0.13574 -0.40 0.00 -0.66
H 0.01532 1.24154 1.87875 0.02 -0.05 0.09
H 1.34418 1.55541 0.74485 0.04 -0.01 0.12
H 0.49327 2.89998 1.52284 0.04 0.05 0.07
H 3.62052 0.73053 -2.20757 -0.15 -0.17 0.09
H 2.41170 -0.40638 -2.83839 0.09 0.05 0.16
H 0.50288 -1.50665 -2.27408 0.06 0.04 -0.12
H -1.91522 -1.47510 -1.89472 -0.07 0.02 -0.09
H -2.83811 -1.53436 0.38296 -0.11 -0.01 0.00
H -1.32498 -1.73450 2.33233 -0.04 -0.01 0.11
H 1.39816 -2.61878 2.80592 0.04 -0.01 0.03
H 1.70778 -0.88309 2.67370 0.02 0.01 0.04
H 3.68113 -1.57740 1.50372 -0.17 -0.04 -0.05
H 3.84000 -3.72956 0.30682 0.06 -0.04 -0.06
H 3.35452 -3.99945 1.98347 0.01 -0.09 0.11
H 2.14888 -4.09202 0.68857 -0.11 -0.09 -0.02
H -4.28882 2.44520 -2.39074 -0.08 0.00 -0.12
H -5.69733 3.08904 -0.45231 -0.08 0.01 -0.04
H -4.75529 3.22925 1.79811 -0.05 0.02 0.07
H -2.36864 2.73628 2.21231 0.02 0.02 0.13

=====

(4)
167
Properties=species:S:1:pos:R:3:forces:R:3 method="wB97M-V/def2-TZVPD" e_lumo_ev=-4.050 charge=+3 gap_ev=10.187 total_energy_ev=-98660.443
C 0.01964 10.85101 -2.33019 -0.97 -0.23 -0.22
C -1.36288 10.23322 -2.78562 1.63 -0.98 -0.12
C -1.55817 8.69515 -2.38690 1.20 1.18 -0.76
C -2.31509 7.84868 -3.40034 -2.16 0.84 0.40
P -2.77610 6.21235 -2.82307 0.67 -2.27 -0.74
C -1.19548 5.29069 -2.61386 0.95 0.41 0.44
C -0.19516 5.24945 -3.81240 -1.50 3.22 0.58
C 0.58043 4.01157 -3.84748 -0.39 -1.99 0.29
C 1.82740 3.98491 -4.64007 0.65 -0.58 -2.04
C -3.50709 5.29427 -4.18708 0.23 -0.28 -0.75
C -3.27660 3.74735 -4.34566 -0.89 0.77 1.05
C -4.17605 3.24730 -5.44081 -1.46 0.02 -2.01
C -3.94229 3.87099 -6.85067 1.09 -0.83 0.56
C -3.87187 6.15745 -1.39706 0.41 0.18 -0.19
C -4.44238 4.79483 -0.96160 1.13 -0.67 -0.12
C -5.88551 4.83709 -0.47511 0.48 0.45 0.47
C -6.14977 5.80317 0.70144 -0.50 -0.74 -0.44
H 0.91202 10.24230 -2.47592 -0.22 -0.26 -0.01
H -0.07687 11.13183 -1.28141 0.27 -0.13 0.07
H 0.18299 11.77765 -2.88039 -0.07 0.01 -0.02
H -1.42443 10.22577 -3.87385 -0.07 0.48 -0.07
H -2.05585 10.95541 -2.35395 -0.69 -0.65 -0.22
H -1.99990 8.70456 -1.39046 0.25 -0.70 0.05
H -0.60380 8.18460 -2.51588 0.69 0.58 1.38
H -1.86699 7.65347 -4.37460 0.50 0.38 0.10
H -3.22155 8.42660 -3.58046 -0.56 -0.41 -0.47
H -1.26045 4.23968 -2.33232 -0.88 0.18 0.50
H -0.62836 5.82733 -1.85326 -0.21 -0.26 0.57
H 0.38676 6.16973 -3.76204 0.38 0.01 0.05
H -0.80134 5.39263 -4.70691 0.32 -0.31 -0.51
H -0.18314 3.42418 -4.35741 0.51 -1.20 0.00
H 0.79242 3.46425 -2.92900 -0.49 0.70 0.67
H 2.56905 4.77522 -4.52403 -0.35 0.21 0.20
H 1.48561 3.92398 -5.67330 0.51 0.63 -0.45
H 2.36469 3.03956 -4.56438 -0.04 -0.05 0.51
H -2.96558 5.69428 -5.04432 -0.24 0.35 -0.29
H -4.55253 5.57054 -4.32434 -0.09 -0.06 0.09
H -3.54694 3.19545 -3.44544 0.20 0.13 0.19
H -2.21284 3.58726 -4.52133 -0.15 -0.22 -0.27
H -5.23955 3.46361 -5.33955 -0.11 0.34 1.24
H -4.25511 2.16259 -5.51343 0.85 -0.12 0.09
H -4.03785 3.09473 -7.60987 -0.11 0.19 -0.08
H -2.89499 4.17307 -6.84686 0.09 0.33 -0.55
H -4.58968 4.70959 -7.10702 0.10 -0.04 0.19
H -4.67201 6.86748 -1.60614 -0.03 0.17 -0.05
H -3.23657 6.57612 -0.61653 -0.33 0.20 0.38
H -3.68273 4.38746 -0.29446 -0.45 0.20 1.08
H -4.35282 3.96218 -1.65930 -0.32 0.54 -1.00
H -6.14315 3.80633 -0.23169 -0.23 0.10 0.18
H -6.49785 5.13448 -1.32640 -0.16 -0.04 -0.07
H -5.57371 5.51674 1.58133 0.19 0.29 -0.07
H -7.19976 5.73056 0.98492 -0.04 -0.05 0.03
H -6.01682 6.84551 0.41172 0.38 -0.01 0.15
C 11.42947 -3.23217 1.27881 0.10 0.82 1.97
C 10.49414 -4.41296 1.35928 -1.93 -0.61 -1.48
C 8.95369 -4.02376 1.34403 -0.53 0.14 0.37
C 8.17761 -4.27760 0.06227 1.51 -0.09 -0.97
P 6.40621 -3.86315 -0.02179 2.38 -0.25 0.76
C 5.98348 -3.93364 -1.75966 -2.83 -0.28 -0.10
C 4.36144 -3.90796 -2.04716 1.56 0.32 -1.61
C 4.11814 -3.72408 -3.61424 -0.13 -0.29 2.77
C 2.59204 -3.85581 -3.79738 1.56 0.47 -1.53
C 5.56363 -5.16099 0.93786 -0.47 1.10 0.23
C 5.85487 -6.65380 0.70804 -0.29 0.69 0.61
C 5.15633 -7.52389 1.75550 -1.68 -0.67 -1.14
C 3.65741 -7.67975 1.51250 -1.13 -0.05 -0.47
C 6.26144 -2.16432 0.73173 -0.34 0.15 -0.89
C 7.10026 -1.01116 0.10533 0.62 -0.98 0.36
C 7.33061 0.15877 1.08737 -0.72 0.60 -0.66
C 6.07852 1.08807 1.16030 0.87 -1.23 -0.54
H 11.21782 -2.71345 2.21382 0.41 0.38 0.27
H 11.27398 -2.43224 0.55490 -0.42 -0.62 -0.62
H 12.49819 -3.44517 1.30262 -0.15 -0.38 -0.14
H 10.52061 -5.10626 2.19997 0.99 0.67 0.48
H 10.70027 -5.09620 0.53539 -0.27 -0.03 -0.41
H 8.72351 -2.98683 1.58880 0.73 0.22 0.47
H 8.41378 -4.61760 2.08155 0.27 -0.01 0.49
H 8.45066 -5.30316 -0.18624 -0.91 -0.33 -0.37
H 8.69013 -3.72507 -0.72521 -0.17 0.32 -0.34
H 6.28077 -4.92017 -2.11530 0.30 -0.06 0.08
H 6.52737 -3.19822 -2.35248 -0.11 0.19 0.20
H 3.75155 -3.15690 -1.54513 0.54 0.29 0.32
H 3.89718 -4.86218 -1.79809 0.36 -0.18 0.25
H 4.73342 -4.48712 -4.09099 -0.35 -0.03 -0.43
H 4.47416 -2.74225 -3.92624 0.00 0.01 0.00
H 2.06952 -3.17733 -3.12303 -0.16 -0.44 0.13
H 2.30355 -4.90689 -3.78712 -0.36 0.26 0.31
H 2.47452 -3.46028 -4.80626 -0.79 -0.23 -0.14
H 4.53804 -4.82643 0.78181 -0.57 -0.70 0.03
H 5.72460 -4.93996 1.99301 0.29 0.25 0.11
H 6.91856 -6.84087 0.85521 0.12 0.13 -0.60
H 5.47821 -6.92855 -0.27722 0.43 -0.27 -0.10
H 5.25425 -7.22270 2.79848 0.76 -0.07 -0.13
H 5.43937 -8.55128 1.52645 0.97 0.02 0.80
H 3.18773 -8.31403 2.26428 0.07 0.39 0.44
H 3.39372 -8.24228 0.61689 0.59 -0.04 -0.44
H 3.07622 -6.76687 1.38225 0.08 0.27 0.49
H 6.61985 -2.16419 1.76112 -0.76 -0.63 0.24
H 5.21327 -1.91061 0.57336 -0.25 -0.03 0.84
H 6.64032 -0.68701 -0.82820 0.25 0.11 -0.06
H 8.06720 -1.48308 -0.06909 0.27 0.38 -0.55
H 8.12018 0.80287 0.70032 0.27 -0.27 -0.12
H 7.70500 -0.19440 2.04820 -0.30 -0.16 0.14
H 6.07162 1.60163 0.19890 -0.06 0.52 0.23
H 6.14744 1.76443 2.01229 -0.39 -0.02 -0.22
H 5.18486 0.46560 1.11559 -0.26 0.24 0.69
C -9.99344 -5.34101 -6.14441 -2.08 0.08 0.71
C -8.73787 -5.28901 -5.36364 1.34 0.05 -0.30
C -8.71829 -6.20407 -4.10773 0.15 0.66 -2.24
N -7.30973 -6.26818 -3.51444 -2.20 0.15 -0.13
C -7.16852 -4.95564 -2.73097 1.16 -1.02 0.02
C -6.17163 -6.46539 -4.51576 0.92 0.28 1.31
C -5.07402 -7.07643 -3.60059 0.71 0.89 -0.34
C -5.70884 -7.62484 -2.33697 -1.46 -1.53 -0.47
C -7.21907 -7.48170 -2.60159 1.06 0.56 0.56
H -10.74923 -4.77814 -5.59664 -0.32 0.02 0.00
H -10.37996 -6.35996 -6.16568 -0.01 -0.05 -0.63
H -9.95715 -4.85540 -7.11958 0.32 -0.42 -0.02
H -8.52930 -4.23070 -5.20683 0.26 -0.05 0.58
H -7.98860 -5.62890 -6.07860 0.48 -0.15 0.33
H -9.01505 -7.17929 -4.49368 0.34 -0.27 0.33
H -9.49452 -5.88835 -3.41068 0.54 0.00 0.50
H -7.90399 -4.96910 -1.92661 -0.12 0.21 -0.36
H -7.20625 -4.10532 -3.41187 -0.42 -0.25 0.11
H -6.18159 -4.94405 -2.26843 0.02 -0.07 -0.01
H -5.86934 -5.51056 -4.94591 -0.23 0.04 0.22
H -6.32825 -7.13964 -5.35775 -1.02 -0.06 0.38
H -4.36272 -6.32571 -3.25623 0.21 0.06 -0.60
H -4.56946 -7.82503 -4.21143 0.26 0.02 0.42
H -5.41137 -7.21822 -1.37039 0.23 0.15 -0.37
H -5.58896 -8.70820 -2.34493 0.50 0.05 0.60
H -7.77325 -7.34280 -1.67332 -0.31 0.18 -0.32
H -7.55354 -8.37946 -3.12144 -0.35 0.43 -0.25
C 0.77325 4.36802 12.43013 0.21 -1.08 -1.00
C 0.64752 4.11523 10.88438 -1.02 -0.37 -0.56
C 0.41736 2.59082 10.54802 0.78 0.37 -0.22
N 0.24503 2.13171 9.03180 -0.56 0.65 0.75
C 1.43896 2.62110 8.24159 -1.53 -1.04 -1.04
C -1.09826 2.59313 8.38450 -0.09 -0.17 0.04
C -2.14698 1.39409 8.47259 0.00 2.52 -0.82
C -1.31799 0.22052 8.77709 0.97 -1.95 0.32
C 0.15635 0.62192 8.91786 -0.08 -0.11 1.28
H 1.75179 4.15531 12.86060 0.28 0.15 -0.47
H 0.15522 3.59722 12.89055 -0.49 0.51 0.39
H 0.50474 5.38999 12.69768 -0.24 -0.28 -0.05
H 1.37915 4.63944 10.26954 0.45 -0.40 0.25
H -0.29421 4.54450 10.54237 -0.17 0.49 0.29
H -0.45994 2.30433 11.12797 -0.07 -0.39 -0.36
H 1.28233 2.01308 10.87383 -0.09 -0.15 0.02
H 1.57302 3.70102 8.30427 0.22 -0.37 0.28
H 1.06770 2.34989 7.25331 0.64 0.47 -0.44
H 2.28083 1.94710 8.39991 0.19 0.62 0.57
H -0.95667 2.77594 7.31930 0.58 0.02 0.13
H -1.27785 3.56589 8.84230 -0.69 -0.27 0.05
H -2.56465 1.14436 7.49726 -0.04 0.97 -0.23
H -3.02432 1.64537 9.06863 0.44 -0.28 0.57
H -1.29362 -0.42869 7.90186 -0.40 -0.28 0.22
H -1.73242 -0.36273 9.59938 0.45 0.01 0.16
H 0.72911 0.27269 8.05875 0.04 0.35 0.06
H 0.58987 0.20814 9.82832 0.20 -0.05 -0.17
P -1.12008 -1.34155 1.38921 0.20 0.76 -3.85
F -2.10042 -0.78499 0.11410 -0.04 0.56 1.10
F -2.45026 -1.84753 2.11998 0.89 -0.61 0.69
F -1.05781 -2.67486 0.44317 0.38 -0.68 1.26
F 0.05374 -1.93924 2.39653 -2.03 0.35 0.04
F 0.12301 -0.73274 0.50412 0.16 0.24 0.38
F -1.28371 0.08372 2.14257 0.50 -0.56 0.32